#i
Computed, not measured: a 2-piece molecular cluster, C11H18 overall, with wB97M-V/def2-TZVPD.

Last column: Mulliken charge in e.
Cartesian coordinates (Å):
C -0.68 -2.24 -1.59  -1.281
C -0.07 -2.42 -0.22  0.924
C 1.24 -2.09 0.01  -0.359
C 1.74 -1.99 1.32  -0.568
C 0.82 -1.96 2.34  -0.392
C -0.54 -2.26 2.11  -0.523
C -0.97 -2.54 0.85  -0.463
H 0.00 -2.42 -2.42  0.365
H -1.02 -1.21 -1.71  0.173
H -1.53 -2.90 -1.74  0.423
H 1.90 -1.71 -0.77  0.252
H 2.78 -2.10 1.63  0.367
H 1.10 -1.91 3.39  0.371
H -1.16 -2.25 3.00  0.397
H -2.03 -2.71 0.68  0.329
C 0.54 1.20 0.09  -0.810
C -0.53 2.21 -0.37  0.913
C -0.31 3.53 0.36  -1.531
C -0.41 2.37 -1.88  -1.486
H 0.28 0.16 -0.08  -0.248
H 0.87 1.25 1.14  0.408
H 1.44 1.36 -0.51  0.345
H -1.51 1.77 -0.21  0.208
H -0.18 3.35 1.43  0.395
H 0.59 3.99 -0.04  0.312
H -1.11 4.25 0.19  0.400
H -0.79 1.52 -2.45  0.332
H -1.06 3.18 -2.25  0.371
H 0.59 2.55 -2.27  0.378

The SMILES is Cc1ccccc1.CC(C)C. The calculation puts the HOMO energy at -9.1 eV. The orbital gap comes out at 10.1284 eV.

#ii
Computed, not measured: a 2-piece molecular cluster, C11H18 overall, with wB97M-V/def2-TZVPD.

Last column: Mulliken charge in e.
Cartesian coordinates (Å):
C -3.31 -0.69 -0.61  -1.265
C -2.47 0.54 -0.40  0.645
C -2.33 0.96 1.00  -0.709
C -1.37 1.94 1.27  -0.542
C -0.55 2.44 0.33  0.014
C -0.78 2.13 -1.06  -0.662
C -1.69 1.08 -1.32  -0.339
H -4.08 -0.50 -1.39  0.302
H -3.73 -1.17 0.31  0.349
H -2.58 -1.42 -0.98  0.264
H -2.99 0.54 1.59  0.617
H -1.41 2.40 2.38  0.149
H 0.31 3.06 0.76  0.317
H -0.10 2.45 -1.88  0.314
H -1.90 0.74 -2.25  0.525
C 1.46 -1.13 1.41  -1.561
C 1.70 -0.80 -0.06  1.715
C 2.87 0.18 -0.08  -1.290
C 1.93 -2.15 -0.75  -1.801
H 0.75 -0.45 1.87  0.276
H 2.38 -1.43 1.92  0.383
H 1.08 -2.06 1.61  0.494
H 0.71 -0.44 -0.48  -0.403
H 3.41 0.32 -1.10  0.295
H 3.04 1.24 0.38  0.260
H 3.71 -0.33 0.39  0.353
H 1.08 -2.73 -0.83  0.465
H 2.15 -1.91 -1.72  0.514
H 2.71 -2.81 -0.32  0.319

The SMILES is Cc1ccccc1.CC(C)C. The calculation puts the HOMO energy at -8.9 eV. The orbital gap comes out at 9.7662 eV.

We find #i to be the most stable, with the next structure 2.280 eV higher.

#i
Computed, not measured: an isolated ion of composition C3H4NO6 and charge -1, with wB97M-V/def2-TZVPD.

Last column: Mulliken charge in e.
Cartesian coordinates (Å):
O -0.15 2.21 0.54  -0.682
C 0.11 1.41 -0.34  0.539
O 0.80 1.22 -1.35  -0.698
C -0.42 -0.17 0.23  0.720
O -0.88 0.11 1.53  -0.656
C 0.83 -1.09 0.12  -0.578
O 2.14 -0.52 0.32  -0.543
N -1.55 -0.36 -0.55  0.915
O -1.55 -1.05 -1.56  -0.632
O -2.56 0.34 -0.24  -0.612
H -0.84 1.11 1.55  0.380
H 0.98 -1.59 -0.91  0.217
H 0.83 -1.79 0.94  0.329
H 2.27 0.18 -0.28  0.301

The SMILES is O=C([O-])[C@](O)(CO)[N+](=O)[O-]. The charge is -1. The calculation puts the HOMO energy at -5.2 eV. The orbital gap comes out at 8.9475 eV.

#ii
Computed, not measured: an isolated ion of composition C3H4NO6 and charge -1, with wB97M-V/def2-TZVPD.

Last column: Mulliken charge in e.
Cartesian coordinates (Å):
O -0.19 1.67 -1.78  -0.625
C 0.14 1.32 -0.65  0.684
O -0.46 1.93 0.47  -0.249
N -0.19 1.64 1.82  -0.165
O -1.26 0.86 2.43  -0.381
O 1.03 0.43 -0.33  -0.452
C 0.46 -1.12 -0.18  0.838
O -0.06 -1.26 0.93  -0.806
C 0.10 -1.54 -1.58  -0.534
O 1.29 -1.86 -0.83  -0.462
H 0.79 1.12 1.91  0.290
H -1.30 0.04 1.94  0.374
H -0.49 -2.44 -1.79  0.248
H 0.15 -0.79 -2.35  0.241

The SMILES is O=C(ONO)O[C@@]1([O-])CO1. The charge is -1. The calculation puts the HOMO energy at -4.9 eV. The orbital gap comes out at 8.8959 eV.

We find #i to be the most stable, with the next structure 1.355 eV higher.

#i
Computed, not measured: C2H3BrClP as an isolated structure, with wB97M-V/def2-TZVPD.

Last column: Mulliken charge in e.
Cartesian coordinates (Å):
C 1.44 -0.08 1.48  -0.022
C -1.72 0.23 -1.22  -0.643
P 2.79 -0.69 0.79  -0.072
Cl -3.20 0.37 -0.48  -0.098
Br -0.17 0.33 0.78  0.137
H -1.55 -0.80 -1.68  0.325
H -1.09 1.11 -1.51  0.368
H 3.50 -0.48 1.84  0.005

The calculation puts the HOMO energy (spin up / spin down) at -8.1 / -8.5 eV. The orbital gap (spin up / spin down) comes out at 7.1858 / 8.2658 eV.

#ii
Computed, not measured: a 2-piece molecular cluster, C2H3BrClP overall, with wB97M-V/def2-TZVPD.

Last column: Mulliken charge in e.
Cartesian coordinates (Å):
C -1.62 0.89 -0.36  0.012
C 1.22 -1.42 0.29  -0.534
P -0.25 1.72 0.12  -0.022
Cl 2.11 -0.23 -0.37  -0.098
Br -2.50 -0.68 -0.32  -0.024
H 0.28 -1.59 -0.25  0.293
H 1.35 -1.70 1.31  0.325
H -0.59 3.01 -0.41  0.048

The calculation puts the HOMO energy (spin up / spin down) at -8.2 / -8.2 eV. The orbital gap (spin up / spin down) comes out at 7.4445 / 7.8754 eV.

We find #ii to be the most stable, with the next structure 0.340 eV higher.

#i
Computed, not measured: C2HF3I2 as an isolated structure, with wB97M-V/def2-TZVPD.

Last column: Mulliken charge in e.
Cartesian coordinates (Å):
C -0.40 -0.63 0.68  -0.455
C -0.07 0.08 1.93  0.369
F -0.28 -1.97 0.77  -0.216
F -0.78 -0.28 2.91  -0.180
F -0.46 1.40 1.61  -0.217
I -2.45 -0.39 0.17  0.090
I 2.04 -0.01 2.10  0.139
H 0.25 -0.18 -0.14  0.470

The calculation puts the HOMO energy at -9.9 eV. The orbital gap comes out at 9.6869 eV.

#ii
Computed, not measured: one molecule with the formula C2HF3I2, with wB97M-V/def2-TZVPD.

Last column: Mulliken charge in e.
Cartesian coordinates (Å):
F -0.15 0.46 -1.74  -0.217
C 0.26 0.55 -0.42  -0.228
I 2.18 1.33 -0.11  0.149
C -0.83 1.46 0.34  0.185
F -0.74 2.79 -0.05  -0.218
F -0.72 1.54 1.64  -0.183
I -2.83 0.84 -0.13  0.099
H 0.11 -0.32 0.15  0.412

The SMILES is F[C@@H](I)C(F)(F)I. The calculation puts the HOMO energy at -10.1 eV. The orbital gap comes out at 9.8968 eV.

We find #ii to be the most stable, with the next structure 0.074 eV higher.

#i
Computed, not measured: an isolated ion of composition C5H10N4O and charge +2, with wB97M-V/def2-TZVPD.

Last column: Mulliken charge in e.
Cartesian coordinates (Å):
C -0.15 -0.94 1.68  -1.651
C -0.15 0.01 0.48  1.322
C 0.76 1.25 0.71  -1.441
N -1.47 0.59 0.26  0.024
O -2.18 0.96 1.12  -0.252
C 0.28 -0.64 -0.83  0.151
N 1.27 -1.46 -0.89  -0.173
N -0.40 -0.28 -1.92  -0.240
C -1.39 0.39 -2.14  0.675
N -2.29 0.96 -2.80  -0.282
H -0.69 -1.86 1.46  0.424
H -0.66 -0.44 2.50  0.493
H 0.85 -1.18 2.02  0.448
H 1.80 0.95 0.82  0.389
H 0.45 1.75 1.63  0.451
H 0.68 1.96 -0.11  0.412
H 1.78 -1.75 -0.06  0.268
H 1.58 -1.87 -1.77  0.334
H -2.30 1.01 -3.82  0.322
H -3.10 1.40 -2.34  0.326

The SMILES is CC(C)(N=O)C(=[NH2+])N=C=[NH2+]. The charge is +2. The calculation puts the HOMO energy at -18.1 eV. The orbital gap comes out at 8.2381 eV.

#ii
Computed, not measured: a 2-piece molecular cluster, C5H10N4O overall, with wB97M-V/def2-TZVPD.

Last column: Mulliken charge in e.
Cartesian coordinates (Å):
C -1.60 2.64 0.20  -0.428
C -0.62 2.72 -0.74  -0.072
C -0.70 0.63 -0.12  0.207
C 1.17 -1.21 -0.30  0.447
C -0.26 -1.51 -0.04  0.061
N -1.60 1.31 0.57  -0.064
N 1.71 -1.33 -1.50  -0.341
N 1.82 -0.68 0.75  -0.369
N -0.66 -1.92 1.24  -0.440
O -0.16 1.45 -0.95  -0.238
H -2.14 3.46 0.53  0.429
H -0.18 3.36 -1.54  0.384
H -0.91 -1.51 -0.88  0.457
H 1.15 -1.89 -2.22  0.311
H 2.65 -1.07 -1.82  0.261
H 1.27 -0.50 1.56  0.238
H 2.76 -0.30 0.61  0.268
H 0.05 -2.34 1.82  0.257
H -1.68 -2.19 1.41  0.322
H -2.06 0.87 1.42  0.310

The charge is +2. The calculation puts the HOMO energy at -17.6 eV. The orbital gap comes out at 8.6025 eV.

We find #ii to be the most stable, with the next structure 2.359 eV higher.

#i
Computed, not measured: C5H8NO as an isolated structure, with wB97M-V/def2-TZVPD.

Last column: Mulliken charge in e.
Cartesian coordinates (Å):
C 2.44 -0.92 0.45  -0.560
C -1.64 0.56 1.48  -0.802
C 1.49 -0.68 -0.35  -0.342
C -0.89 0.09 0.53  0.713
C -1.05 0.55 -0.86  -1.499
N -0.09 -1.09 0.63  -0.041
O 0.31 -1.56 1.81  -0.771
H 3.49 -0.99 0.23  0.285
H 2.07 -1.07 1.46  0.291
H -1.33 0.43 2.57  0.225
H -2.43 1.23 1.24  0.302
H 1.24 -0.13 -1.25  0.232
H -0.70 -0.21 -1.61  0.361
H -0.29 1.36 -1.08  0.239
H -1.95 1.10 -1.01  0.366

The charge is -1. The calculation puts the HOMO energy at -2.0 eV. The orbital gap comes out at 6.1040 eV.

#ii
Computed, not measured: a 2-piece molecular cluster, C5H8NO overall, with wB97M-V/def2-TZVPD.

Last column: Mulliken charge in e.
Cartesian coordinates (Å):
C -2.99 -2.27 -0.54  -0.740
C -2.15 -1.40 -0.10  0.319
C 3.21 0.71 -1.07  -0.787
C -1.37 -0.58 0.50  -0.567
C 2.72 0.12 0.18  -0.154
N 1.86 -0.86 0.17  -0.475
O 1.44 -1.31 1.30  -0.660
H -3.58 -2.73 0.18  0.282
H 4.18 0.30 -1.48  0.159
H 2.43 0.42 -1.72  0.296
H 3.42 1.84 -0.93  0.194
H -0.30 -0.87 0.88  0.214
H -1.43 0.52 0.61  0.218
H -2.79 -2.56 -1.52  0.251
H 3.23 0.56 1.02  0.453

The charge is -1. The calculation puts the HOMO energy at -2.6 eV. The orbital gap comes out at 6.5500 eV.

#iii
Computed, not measured: a 2-piece molecular cluster, C5H8NO overall, with wB97M-V/def2-TZVPD.

Last column: Mulliken charge in e.
Cartesian coordinates (Å):
C -0.60 0.10 2.73  -0.271
C -0.70 0.41 1.61  0.262
C -0.31 -0.30 4.09  -1.243
C 0.28 -1.03 -2.82  -0.944
C -0.04 0.35 -2.04  -0.282
N 0.55 1.28 -2.62  0.030
O 0.63 2.56 -2.43  -0.812
H -0.20 0.64 4.79  0.221
H 0.60 -0.77 4.23  0.319
H -1.08 -0.88 4.48  0.289
H 0.32 -1.80 -2.07  0.232
H 1.20 -1.07 -3.48  0.343
H -0.53 -1.19 -3.55  0.201
H -1.03 0.64 0.60  0.459
H 0.90 1.07 -3.54  0.196

The charge is -1. The calculation puts the HOMO energy at -2.8 eV. The orbital gap comes out at 6.0923 eV.

We find #ii to be the most stable, with the next structure 0.785 eV higher.